(1)
17
Properties=species:S:1:pos:R:3:forces:R:3 method="wB97M-V/def2-TZVPD" lumo_ha=0.036 energy_ha=-611.9084 smiles=NCCCCS gap_ha=0.37042 total_charge=0 relative_energy_kcal_mol=21.2 homo_ev=-9.097
N -1.519745 -1.308640 1.832554 -0.488 -0.888 -0.359
C -0.714642 -0.155235 1.448850 -0.883 0.387 -0.250
C -0.907707 0.142171 -0.041204 1.729 -2.134 -1.345
C 0.238610 0.842285 -0.809364 -0.635 2.549 0.382
C 1.405275 -0.056805 -1.273722 -1.271 -0.732 0.880
S 3.076378 0.304952 -0.754640 0.239 0.441 -0.039
H -1.975783 -1.702175 1.022862 0.130 -0.142 -0.172
H -2.261871 -1.230828 2.509749 0.268 0.681 0.327
H -1.104120 0.763328 1.910189 0.595 -0.216 0.543
H 0.311962 -0.393987 1.739608 0.080 0.608 -0.216
H -0.786977 -0.798950 -0.642577 -1.151 -0.069 0.909
H -1.916572 0.516764 -0.211386 0.205 0.308 -0.128
H 0.562251 1.729656 -0.233906 0.436 -0.467 -0.055
H -0.257412 1.341684 -1.654979 0.301 -0.369 -0.192
H 1.411202 -0.219167 -2.343301 -0.159 0.051 -0.190
H 1.164111 -1.027652 -0.812754 0.444 -0.004 -0.266
H 3.275041 1.252598 -1.685978 0.161 -0.003 0.172

---

(2)
21
Properties=species:S:1:pos:R:3:forces:R:3 method="wB97M-V/def2-TZVPD" lumo_ha=-0.007 energy_ha=-535.0611 smiles=O.O.O.O.O.O.O gap_ha=0.39462 total_charge=0 relative_energy_kcal_mol=39.3 homo_ev=-10.936
O -5.142000 -14.396000 11.618000 0.746 1.493 -1.409
H -4.231000 -14.184000 11.348000 -0.511 0.008 0.277
H -5.084000 -15.117000 12.198000 0.368 -1.554 1.700
O -4.709000 -16.426000 7.605000 -0.151 -0.201 0.112
H -4.180000 -17.209000 7.719000 0.393 -0.477 -0.079
H -5.341000 -16.632000 6.912000 -0.406 0.004 -0.140
O -8.142000 -16.819000 7.104000 1.472 -0.417 0.302
H -8.107000 -16.395000 7.976000 -0.402 0.207 -0.163
H -9.000000 -16.671000 6.746000 -0.954 0.291 -0.190
O -4.300000 -13.859000 7.959000 -0.039 1.361 -0.054
H -4.458000 -14.791000 8.029000 -0.040 -0.914 -0.113
H -3.737000 -13.624000 8.692000 0.234 0.165 0.177
O -8.460000 -15.065000 9.442000 -0.867 1.010 -1.045
H -7.933000 -15.573000 10.024000 1.028 -1.125 1.094
H -7.900000 -14.301000 9.266000 -0.102 0.035 -0.140
O -6.026000 -16.491000 10.158000 -1.021 -1.507 -0.196
H -5.634000 -15.821000 10.677000 0.466 1.309 0.622
H -5.471000 -16.544000 9.386000 0.106 -0.083 -0.836
O -7.246000 -12.902000 12.514000 -0.067 0.060 -0.279
H -6.516000 -13.508000 12.268000 -0.668 0.916 -0.199
H -7.538000 -12.423000 11.715000 0.416 -0.578 0.557

---

(3)
85
Properties=species:S:1:pos:R:3:forces:R:3 method="wB97M-V/def2-TZVPD" lumo_ha=0.089 energy_ha=-2421.5118 gap_ha=0.33102 total_charge=-1 homo_ev=-6.579
P -1.174767 -1.152966 1.057153 -0.006 -0.005 0.736
F -0.502652 -0.010048 2.040750 -0.609 -0.300 0.111
F -2.026692 -0.019791 0.315417 0.492 0.144 -0.337
F 0.107086 -0.961068 0.085174 -0.248 -0.116 -0.228
F -1.752341 -2.284367 0.063932 0.031 -0.178 -0.030
F -0.346727 -2.243178 1.931511 -0.077 -0.255 -0.382
F -2.428601 -1.374615 2.055385 0.110 0.130 0.160
C 2.678474 0.784249 2.309383 0.935 1.101 -0.773
C 2.464344 0.614688 3.791585 -0.675 -1.289 0.012
O 1.397180 1.414926 4.277208 0.480 0.559 -0.009
H 3.601475 0.334954 1.923232 -0.288 -0.727 0.313
H 2.891097 1.816983 1.994293 -0.541 0.141 0.492
H 1.817383 0.452994 1.738608 0.075 -0.171 0.010
H 3.373678 0.722871 4.388242 0.003 0.573 -0.047
H 2.192748 -0.444277 3.933911 0.029 0.095 0.080
H 0.648592 0.860221 4.523336 0.232 -0.229 0.045
C 2.867840 -1.484824 -3.112433 0.024 0.936 -0.092
C 3.200364 -2.906508 -3.476204 -0.115 -0.074 -0.034
C 4.390541 -2.969416 -4.423317 0.782 0.100 1.458
O 4.104747 -2.405018 -5.661718 -0.372 -0.191 -0.653
C 5.241297 -1.915471 -6.324584 0.387 -0.410 0.249
N 3.548202 -3.665074 -2.256277 -0.176 -0.066 -0.765
H 2.061037 -1.383066 -2.383522 0.018 -0.271 -0.048
H 2.569731 -0.895766 -3.984112 -0.046 -0.291 -0.041
H 3.725695 -0.948423 -2.691748 0.082 -0.271 0.102
H 2.343199 -3.352454 -4.003133 -0.032 0.088 0.088
H 4.761226 -4.009328 -4.455484 -0.184 0.035 -0.510
H 5.211366 -2.414404 -3.929973 -0.145 0.005 -0.084
H 5.581844 -0.991737 -5.842662 0.003 0.107 -0.256
H 5.007249 -1.786523 -7.377925 -0.168 0.320 0.029
H 6.077432 -2.631637 -6.283831 -0.115 0.003 0.074
H 2.830774 -3.479856 -1.561994 0.047 -0.118 0.105
H 3.423318 -4.639960 -2.517568 0.147 -0.080 0.389
C -4.538239 1.710539 2.866303 -0.675 0.870 0.659
C -3.203003 1.781069 3.592914 0.210 -0.381 -0.555
C -2.936253 3.144742 4.197255 0.609 0.092 0.121
O -4.060351 3.633859 4.905469 0.028 0.076 0.091
C -4.175487 5.033854 4.934506 -0.153 0.035 -0.201
N -3.141871 0.735006 4.623747 -0.088 -0.567 -0.262
H -5.334980 1.934320 3.587131 0.070 -0.384 0.022
H -4.736947 0.749757 2.398094 0.154 -0.032 -0.100
H -4.657676 2.522285 2.141898 0.347 -0.230 -0.251
H -2.428009 1.622142 2.825852 0.068 0.139 0.193
H -2.587349 3.846201 3.425918 -0.402 -0.029 -0.105
H -2.080047 3.051007 4.883289 -0.110 -0.015 0.042
H -4.706541 5.318207 5.843542 -0.012 -0.044 0.016
H -4.761276 5.383998 4.072100 0.096 0.059 0.029
H -3.211452 5.554623 4.923721 0.051 -0.144 0.049
H -3.521774 -0.106775 4.190815 -0.202 0.105 0.191
H -2.180715 0.437620 4.806560 -0.241 0.564 0.081
C 1.183840 3.350885 -2.399032 -0.087 0.056 0.043
C 0.691117 2.016112 -1.890461 -0.516 -0.419 0.323
C 0.523206 0.992003 -3.006490 0.508 -0.070 0.164
O -0.457546 1.316581 -3.960923 -0.377 0.108 -0.328
C -1.778086 1.243722 -3.453615 0.660 0.343 0.581
N 1.582801 1.466304 -0.852954 0.005 0.587 -0.868
H 1.157047 4.072672 -1.578350 0.240 0.064 -0.078
H 0.527176 3.727748 -3.184151 -0.011 -0.060 -0.047
H 2.192661 3.259631 -2.805920 0.058 0.066 0.103
H -0.297423 2.188787 -1.436888 -0.084 0.024 -0.148
H 0.321469 -0.003892 -2.583483 -0.036 0.126 -0.015
H 1.472154 0.942643 -3.548265 -0.107 -0.085 0.003
H -1.902725 0.334992 -2.854035 -0.204 -0.141 -0.236
H -2.466886 1.306366 -4.287734 -0.080 -0.171 -0.081
H -1.955148 2.084373 -2.772152 -0.249 0.004 -0.106
H 1.086857 0.713270 -0.391404 0.188 0.138 0.106
H 1.672176 2.230058 -0.191223 0.123 -0.362 0.392
O -0.316671 2.564330 1.326314 -0.064 0.496 -0.107
H -0.961662 2.655991 0.618538 -0.038 -0.032 0.016
H -0.366459 1.634590 1.575440 0.042 0.114 0.084
O -4.826790 -0.917374 0.000923 -0.116 -0.075 0.043
H -4.695744 -1.566846 -0.694427 0.022 -0.015 -0.025
H -4.041468 -1.004819 0.554639 -0.028 0.093 -0.011
O -0.488886 -0.644449 4.764112 0.032 -0.226 0.063
H -0.653194 -0.759660 3.819536 0.057 0.001 -0.130
H -0.535099 -1.532482 5.129090 0.056 0.017 0.082
O -1.461008 -5.468047 -0.911476 -0.115 -0.128 0.174
H -1.992830 -5.717866 -1.671083 0.036 0.040 -0.067
H -1.682421 -4.546285 -0.742051 0.108 0.074 -0.011
O -0.486333 -2.734859 -2.776132 -0.003 0.090 -0.075
H -1.359988 -2.597789 -2.400239 -0.012 0.110 0.044
H 0.089454 -2.787961 -2.001294 -0.010 -0.271 -0.008
O 1.067313 -3.683240 -0.246870 0.106 0.233 -0.138
H 0.699801 -4.305703 0.386447 -0.088 -0.088 -0.075
H 0.835160 -2.814313 0.103905 0.154 -0.049 0.152

---

(4)
7
Properties=species:S:1:pos:R:3:forces:R:3 method="wB97M-V/def2-TZVPD" s_squared=2.016 lumo_ha="-0.446 / -0.576" energy_ha=-1904.8240 gap_ha="0.32132 / 0.19402" total_charge=+2 spin_multiplicity=3 relative_energy_kcal_mol=18.2 homo_ev="-20.876 / -20.965"
C -1.750540 -0.462165 -0.137444 0.201 -1.078 1.446
H -2.801086 -0.279725 -0.326682 0.054 -0.119 -0.355
C -0.646061 -0.756153 0.375284 -0.677 0.939 -0.651
O -0.163374 1.167423 -0.282512 2.015 -1.061 1.233
C 0.460404 0.181319 0.274708 -4.941 1.914 -2.521
Cu 3.232784 0.091015 -0.301995 1.755 0.279 -0.678
O 1.667873 0.058283 0.398640 1.593 -0.874 1.527

---

(5)
43
Properties=species:S:1:pos:R:3:forces:R:3 method="wB97M-V/def2-TZVPD" s_squared=6.018 lumo_ha="-0.347 / -0.526" energy_ha=-2739.4901 gap_ha="0.29237 / 0.11393" total_charge=+3 spin_multiplicity=5 homo_ev="-17.405 / -17.405"
Co 0.000000 0.000000 0.000000 0.488 -2.503 -2.401
S -2.087920 -1.288274 -0.365897 0.002 -0.255 -1.395
S 2.313866 -0.488506 0.643952 0.807 -0.442 -1.311
C -1.957768 -3.077453 -0.020497 0.369 0.372 0.306
C -1.829222 -1.255150 -2.186018 -0.192 0.234 0.148
C -0.412450 -1.577071 -2.606160 -0.074 -0.350 0.038
N 0.571628 -0.629319 -2.037901 -0.117 0.432 1.010
C 1.955548 -1.151607 -2.065407 0.075 -0.333 0.044
C 2.867596 -0.415590 -1.109526 0.031 0.353 0.128
H -2.120360 -0.252171 -2.492705 -0.111 0.110 -0.073
H -2.528220 -1.948957 -2.648626 -0.109 -0.050 0.040
H -0.354150 -1.601596 -3.697515 0.010 0.082 0.021
H -0.145654 -2.571689 -2.257608 0.061 -0.119 -0.013
H 2.376121 -1.108254 -3.073546 0.004 0.067 0.028
H 1.912686 -2.202575 -1.791291 -0.006 -0.138 -0.041
H 2.921445 0.646394 -1.341877 0.080 0.146 -0.006
H 3.879398 -0.811548 -1.170079 0.121 -0.037 0.123
C 2.624827 -2.245824 1.042734 -0.540 0.269 0.219
H 0.545657 0.219660 -2.594561 -0.003 0.220 -0.168
H 2.048371 -2.912322 0.410386 -0.028 -0.005 -0.182
H 2.319252 -2.383396 2.074629 0.093 -0.076 0.187
H 3.685753 -2.458965 0.954455 0.189 0.203 -0.057
H -2.104274 -3.193793 1.048262 -0.179 -0.143 0.144
H -0.983945 -3.472499 -0.288941 0.092 -0.028 -0.123
H -2.743258 -3.611419 -0.546624 -0.176 0.129 -0.093
C -0.257695 4.710770 -3.167890 0.112 -0.387 -0.126
C -0.621867 5.093171 -1.954127 -0.041 -0.336 0.411
H -0.979505 4.376684 -3.902327 -0.060 0.119 -0.034
H 0.778508 4.714859 -3.481372 0.027 0.137 -0.019
H -1.658062 5.088986 -1.640618 -0.093 0.137 -0.080
H 0.099943 5.427257 -1.219689 0.075 0.186 -0.038
N -0.421000 1.789892 0.359208 -0.285 1.571 -0.864
C -0.422555 1.747854 1.828706 0.237 0.065 1.938
C -1.035692 0.404640 2.323954 -1.390 1.403 0.533
N -0.280936 -0.726858 1.756400 0.606 -1.366 2.777
H 0.280745 2.475674 -0.002481 -1.090 -0.182 0.154
H -1.382155 1.992686 0.001862 0.992 0.421 0.119
H 0.626817 1.790546 2.193596 -0.559 0.252 -0.316
H -0.972523 2.622205 2.239573 0.332 -0.651 -0.126
H -1.043016 0.353025 3.435455 -0.013 0.179 -0.739
H -2.088536 0.365056 1.971635 0.535 -0.174 0.318
H 0.561695 -0.814560 2.362284 -0.781 -0.210 -0.457
H -0.816362 -1.608793 1.877652 0.510 0.698 -0.024

---

(6)
26
Properties=species:S:1:pos:R:3:forces:R:3 method="wB97M-V/def2-TZVPD" lumo_ha=0.018 energy_ha=-1352.9552 smiles="C[Si](C)(C)C1=CC=C[C@H]1[SiH2]Cl" gap_ha=0.31589 total_charge=0 relative_energy_kcal_mol=0.0 homo_ev=-8.096
C -2.961787 -0.292777 -0.857102 1.998 1.540 -0.690
Si -1.330024 0.371550 -0.034275 -0.908 -1.210 -0.588
C -0.676421 1.785401 -1.086666 -4.453 -0.402 -0.305
C -1.836616 1.004542 1.646088 -0.179 2.415 -2.511
C 0.087377 -0.851295 0.226037 0.505 1.110 -2.466
C 0.147876 -2.209535 0.267071 -0.266 2.228 -0.300
C 1.474593 -2.591507 0.560694 0.700 -2.049 2.113
C 2.285084 -1.519383 0.767670 -1.136 -0.556 -1.302
C 1.563244 -0.322806 0.290503 0.131 -0.885 -0.416
Si 3.012392 0.757544 -0.902274 -2.886 -2.056 1.681
Cl 4.875184 0.089814 -0.420288 -0.070 0.236 -0.354
H -2.846216 -1.081508 -1.602568 -0.098 0.328 -0.081
H -3.668933 -0.547563 -0.144690 -1.267 -0.977 1.575
H -3.372572 0.660325 -1.253449 0.198 -0.629 -0.451
H -0.502205 1.558145 -2.102500 -0.144 -0.547 -1.294
H -1.399435 2.641674 -1.036872 1.034 -0.463 0.136
H 0.229214 1.917397 -0.700973 3.846 1.586 1.847
H -2.802992 1.514594 1.644487 0.165 0.465 -0.330
H -1.971365 0.322373 2.360872 -0.271 -3.326 2.617
H -1.070450 1.646655 2.022316 0.472 0.849 0.275
H -0.658935 -2.886032 0.116431 -0.577 -0.367 0.189
H 1.511929 -3.633445 0.959751 1.160 0.761 -0.716
H 3.300484 -1.476726 1.031500 1.006 -0.399 0.497
H 1.502319 0.440572 0.989786 0.250 1.635 2.023
H 2.758959 2.120350 -0.606820 0.389 1.145 0.568
H 2.349299 0.581642 -2.134728 0.402 -0.433 -1.718

---

(7)
38
Properties=species:S:1:pos:R:3:forces:R:3 method="wB97M-V/def2-TZVPD" lumo_ha=-0.003 energy_ha=-952.9550 smiles="C[N+](=O)[O-].C[N+](=O)[O-].CO.CO.CO.CO" gap_ha=0.37231 total_charge=0 relative_energy_kcal_mol=0.0 homo_ev=-10.207
C -1.260278 -3.113996 2.985274 -0.399 -2.054 1.323
N -0.260849 -2.141575 3.368393 -0.055 1.943 -1.445
O 0.480032 -2.341216 4.285722 0.280 -0.261 0.500
O -0.277078 -1.104828 2.688214 0.113 -0.455 0.728
H -0.896471 -4.091729 3.333938 -0.069 0.310 -0.296
H -1.438455 -3.118545 1.935924 0.051 0.295 -0.628
H -2.159922 -2.920792 3.570438 0.012 0.308 -0.152
C 1.096427 3.353692 0.634728 -0.401 -1.778 0.560
N 0.833219 3.292532 -0.815467 1.219 1.998 -2.308
O 1.311144 4.203932 -1.512805 -0.422 -0.895 1.393
O 0.182637 2.411801 -1.325801 -0.469 -0.822 0.665
H 2.113502 3.693519 0.803956 -0.294 0.521 -0.121
H 1.006537 2.318377 1.029287 -0.120 0.740 -0.308
H 0.277579 3.933007 1.070370 0.472 0.149 0.006
C 1.060998 -3.486938 -0.648144 0.162 0.131 -1.219
O 0.382291 -2.809704 0.405412 0.133 0.420 -0.832
H 1.961680 -2.951979 -1.055848 -0.612 -0.162 0.756
H 1.403179 -4.405915 -0.172481 -0.070 -0.206 -0.553
H 0.443594 -3.659332 -1.606179 0.438 -0.037 1.662
H 0.192912 -1.912908 0.077903 -0.034 -0.169 0.101
C 0.812299 2.266441 3.864971 1.293 0.562 0.745
O -0.148594 1.800972 2.989299 -0.898 -0.870 -0.228
H 1.824618 1.888257 3.624483 -0.224 0.212 -0.064
H 0.814548 3.360349 3.818719 0.120 -0.122 -0.018
H 0.644167 1.992375 4.910363 -0.246 -0.022 0.010
H -0.288970 0.862919 3.200936 -0.002 0.191 -0.432
C -0.307192 0.737888 -5.864691 0.585 0.102 -0.055
O -0.012378 1.208929 -7.182267 -0.206 0.050 0.553
H -1.332169 0.466208 -5.715698 -0.758 0.268 -0.385
H 0.241822 -0.164409 -5.685591 0.516 -0.661 0.264
H -0.010440 1.469798 -5.117023 -0.149 0.130 0.166
H 0.871762 1.568023 -7.065007 0.010 0.116 -0.522
C -1.841582 -0.561891 -0.682702 -3.765 -0.834 -0.033
O -0.599250 -0.559424 -1.219067 1.461 -1.282 -0.663
H -1.881336 -0.706753 0.383805 0.306 0.037 0.689
H -2.488566 0.296137 -0.909396 0.577 0.346 -0.037
H -2.471163 -1.390950 -1.109332 0.858 0.328 0.225
H -0.280252 0.317726 -1.294634 0.586 1.474 -0.049

---

(8)
14
Properties=species:S:1:pos:R:3:forces:R:3 method="wB97M-V/def2-TZVPD" lumo_ha=0.118 energy_ha=-1091.2292 gap_ha=0.30747 total_charge=-1 relative_energy_kcal_mol=5.2 homo_ev=-5.144
H 0.946541 2.945040 -0.974554 -0.036 -0.570 -0.230
N 1.345923 2.373832 -0.230817 0.391 0.116 1.164
N 1.274257 1.176504 -0.541930 -0.171 -0.292 -0.229
O 0.897507 0.658274 -1.560517 -0.216 -0.511 -0.636
O 1.842325 0.301692 0.418968 0.673 0.311 0.237
C 1.275714 -0.991574 0.704181 -0.517 1.101 -0.607
O 2.004696 -1.922747 0.884590 0.359 0.091 0.063
N -0.045315 -0.926506 0.866823 -0.802 -0.743 -0.020
S -0.924933 -2.273386 1.489675 0.323 0.046 0.188
O -0.735766 0.225348 0.654091 -0.184 0.601 0.074
C -1.819606 0.184419 -0.545293 0.796 -0.089 0.636
O -2.173658 -0.940956 -0.794680 -0.372 -1.080 -0.484
O -2.043284 1.303003 -0.883134 -0.174 1.181 -0.115
H -1.844402 -2.112943 0.512596 -0.071 -0.162 -0.042